{
  "formula": "C37H54BBrEuN2O5Si",
  "method": "ωB97M-V with the def2-TZVPD basis set",
  "symbols": ["Eu", "Br", "Si", "O", "O", "O", "O", "O", "N", "N", "C", "C", "C", "C", "C", "C", "C", "C", "C", "C", "C", "C", "C", "C", "C", "C", "C", "C", "C", "C", "C", "C", "C", "C", "C", "C", "C", "C", "C", "C", "C", "C", "C", "C", "C", "C", "C", "B", "H", "H", "H", "H", "H", "H", "H", "H", "H", "H", "H", "H", "H", "H", "H", "H", "H", "H", "H", "H", "H", "H", "H", "H", "H", "H", "H", "H", "H", "H", "H", "H", "H", "H", "H", "H", "H", "H", "H", "H", "H", "H", "H", "H", "H", "H", "H", "H", "H", "H", "H", "H", "H", "H"],
  "coordinates": [[0.127, -0.275, -0.594], [4.348, -0.228, 5.753], [-1.422, -3.075, 0.144], [0.749, 0.481, 2.094], [2.483, -0.120, 0.223], [1.130, 0.249, -2.772], [-1.353, 2.524, -0.576], [-3.134, 1.849, -1.914], [4.952, -0.685, -0.730], [6.606, -0.662, 0.682], [-2.175, 4.904, -0.229], [-2.183, -2.666, -2.605], [3.952, 0.235, 3.953], [-3.126, 6.936, 1.632], [2.087, 0.556, 2.419], [7.508, -1.760, -3.166], [-2.436, -4.935, 2.043], [0.753, -4.903, 0.913], [-2.819, -2.658, -1.187], [-0.189, 0.924, 3.098], [-0.612, -5.500, -1.220], [4.370, -0.053, 1.594], [-3.300, 3.190, -1.541], [-2.231, 3.625, -0.765], [-3.324, -1.205, -0.868], [1.181, -3.662, -1.083], [-3.186, 5.774, -0.524], [-3.129, 7.154, 0.113], [7.174, -1.032, -0.562], [8.486, -1.228, -1.030], [2.977, 0.181, 1.378], [-4.274, 4.124, -1.945], [-0.073, -4.343, -0.326], [4.840, 0.040, 2.926], [5.276, -0.442, 0.561], [6.230, -1.452, -2.738], [-4.384, 8.016, -0.257], [-2.045, -3.485, 1.924], [-3.257, -2.679, 2.357], [-0.922, -3.287, 3.056], [8.643, -1.574, -2.369], [-1.922, 7.918, -0.244], [2.605, 0.656, 3.724], [-4.153, 5.453, -1.477], [0.550, 1.406, -3.453], [-4.025, -3.563, -1.194], [6.082, -1.082, -1.423], [-1.896, 1.466, -1.286], [0.901, 1.455, -4.534], [-1.640, -5.648, 1.854], [0.786, 2.249, -2.848], [-3.474, 7.806, 2.179], [-3.024, -1.683, 2.745], [3.995, -0.707, -1.093], [-4.441, 8.247, -1.333], [-3.724, -4.619, -1.255], [5.891, -0.116, 3.160], [1.582, -5.519, 0.468], [-2.511, -0.447, -0.809], [-3.757, 6.089, 1.776], [-5.176, 3.724, -2.399], [-1.858, 8.838, 0.301], [-2.916, -5.152, 3.046], [1.223, -4.132, 1.541], [7.607, -2.082, -4.219], [-3.230, -5.134, 1.269], [-0.139, -4.042, 2.890], [-4.033, -0.859, -1.650], [-0.796, -5.248, -2.268], [-5.359, 7.501, 0.001], [-1.915, 8.203, -1.328], [5.296, -1.407, -3.404], [0.224, -5.620, 1.519], [-1.384, -3.506, 4.050], [9.634, -1.825, -2.743], [2.088, 0.379, -2.662], [1.557, -2.846, -0.515], [-2.010, -1.608, -2.949], [-2.094, 6.686, 1.991], [-0.574, 1.265, -3.528], [-1.571, -5.788, -0.840], [0.063, -6.369, -1.158], [-4.704, -3.496, -0.335], [-4.309, 8.944, 0.319], [-4.690, 6.285, -1.913], [0.917, -3.210, -2.086], [-0.570, 0.070, 3.664], [-3.878, -3.242, 3.069], [-0.609, -2.249, 2.996], [-1.027, 1.435, 2.577], [-1.373, 5.139, 0.484], [9.344, -0.972, -0.416], [-3.881, -2.418, 1.514], [-2.781, -3.028, -3.464], [1.995, -4.414, -1.311], [2.000, 1.065, 4.529], [7.187, -0.576, 1.558], [-4.599, -3.259, -2.080], [0.308, 1.674, 3.743], [-1.036, 7.346, -0.048], [-1.206, -3.178, -2.673], [-3.850, -1.106, 0.106]],
  "multiplicity": 8,
  "homo_energy_ev": [-4.8, -4.7],
  "largest_force_ev_per_a": 3.21,
  "s2": 15.76,
  "total_charge": 0,
  "gap_ev": [3.7591, 3.6829]
}

{
  "formula": "C37H54BF9NO24",
  "method": "ωB97M-V with the def2-TZVPD basis set",
  "symbols": ["F", "F", "F", "F", "F", "F", "F", "F", "F", "O", "O", "O", "O", "O", "O", "O", "O", "O", "O", "O", "O", "O", "O", "O", "O", "O", "O", "O", "O", "O", "O", "O", "O", "N", "C", "C", "C", "C", "C", "C", "C", "C", "C", "C", "C", "C", "C", "C", "C", "C", "C", "C", "C", "C", "C", "C", "C", "C", "C", "C", "C", "C", "C", "C", "C", "C", "C", "C", "C", "C", "C", "B", "H", "H", "H", "H", "H", "H", "H", "H", "H", "H", "H", "H", "H", "H", "H", "H", "H", "H", "H", "H", "H", "H", "H", "H", "H", "H", "H", "H", "H", "H", "H", "H", "H", "H", "H", "H", "H", "H", "H", "H", "H", "H", "H", "H", "H", "H", "H", "H", "H", "H", "H", "H", "H", "H"],
  "coordinates": [[-0.162, -0.027, 0.580], [-2.110, 2.450, -5.078], [-2.945, -4.855, 0.662], [9.675, 0.311, 6.455], [3.515, -6.593, 0.126], [-5.828, -1.162, 1.654], [-9.357, -2.471, -2.339], [8.469, 5.960, 10.967], [-9.486, 0.075, -7.884], [-2.839, 3.800, 3.071], [-4.279, -8.832, -0.807], [-7.106, -2.280, -2.308], [-3.439, -7.030, 0.259], [8.915, 1.719, 4.851], [-4.250, 2.734, -5.677], [-1.943, -0.517, -0.753], [-6.990, 0.321, -10.251], [-6.344, 2.199, -6.304], [10.587, 3.780, 7.737], [0.523, -8.244, -0.292], [7.500, 2.950, 6.051], [-8.483, -1.144, -9.498], [-5.132, 0.802, -5.045], [1.576, -6.427, -1.023], [-0.361, -7.060, -1.991], [-2.975, 0.351, 1.182], [-3.787, -6.948, -1.934], [11.140, 5.680, 8.809], [-7.316, -1.604, -11.375], [-6.739, -1.512, -4.364], [7.550, 3.190, 3.813], [-4.990, -2.109, -3.056], [9.374, 4.514, 9.486], [-1.669, 5.235, -0.030], [10.495, 6.475, 9.809], [-1.581, 2.263, 1.625], [10.391, 4.582, 8.587], [5.370, -0.653, 2.123], [-3.749, 0.755, -4.616], [4.208, 0.649, -1.026], [8.107, 2.028, 6.958], [5.868, -0.357, 0.706], [-4.192, -1.624, -0.086], [9.348, 1.606, 6.199], [1.764, -8.189, 0.413], [7.944, 2.671, 4.800], [-0.472, 1.176, -1.439], [-2.324, 3.607, 1.747], [-3.402, -5.623, -1.541], [2.767, 0.985, -0.598], [5.284, 0.909, 0.052], [2.006, 1.840, -1.608], [9.635, 5.447, 10.520], [0.606, 2.230, -1.126], [0.494, -7.234, -1.191], [-1.172, 0.497, -0.278], [-1.437, 4.805, 1.361], [-7.672, 0.964, -9.168], [-5.332, 1.933, -5.729], [-8.287, -0.216, -8.447], [-5.098, -2.163, 0.991], [-8.316, -1.687, -2.712], [-2.751, -5.873, -0.195], [-8.153, -1.622, -4.218], [-3.877, -7.716, -0.831], [-2.148, 1.308, 0.573], [-3.378, 2.227, -4.669], [5.638, 0.446, 3.151], [2.173, -6.740, 0.220], [-7.568, -0.880, -10.473], [-6.151, -1.987, -3.236], [-2.828, -0.931, 0.441], [-7.646, -0.664, -7.686], [-6.981, 1.531, -8.551], [4.248, -0.411, -1.294], [-1.262, 1.629, -2.029], [8.313, 2.512, 7.907], [6.684, 0.441, 3.467], [2.485, -8.852, -0.068], [-1.650, 1.750, 2.586], [0.668, 2.383, -0.047], [5.053, 0.235, 4.052], [5.357, 1.445, 2.822], [-2.235, 6.073, -0.044], [-8.500, -2.549, -4.679], [5.880, -1.557, 2.474], [-5.862, -2.816, 0.544], [-3.646, 0.289, -3.639], [-2.737, -5.184, -2.277], [-2.083, 3.949, 3.652], [0.324, 3.193, -1.560], [-2.193, -1.804, 1.070], [5.636, -1.222, 0.077], [-8.648, -0.770, -4.677], [-3.186, 3.610, 1.078], [6.106, 1.467, -0.406], [-3.890, -2.491, -0.688], [-8.446, 1.621, -9.566], [1.797, -6.050, 0.977], [2.800, 1.553, 0.340], [2.590, 2.751, -1.789], [6.961, -0.292, 0.734], [-4.572, -2.763, 1.740], [10.218, 2.234, 6.348], [7.447, 1.171, 7.105], [2.191, 0.083, -0.375], [-4.291, -5.003, -1.419], [11.234, 6.953, 10.444], [-0.524, 2.452, 1.443], [-1.688, -6.091, -0.247], [-3.556, 2.775, -3.742], [4.453, 1.212, -1.931], [10.128, 4.930, 11.345], [4.870, 1.569, 0.817], [-0.035, 0.376, -2.045], [1.622, -8.477, 1.450], [-0.380, 4.561, 1.490], [-1.671, 5.615, 2.063], [-3.176, 0.191, -5.352], [1.928, 1.306, -2.562], [-8.416, -0.717, -2.220], [4.304, -0.902, 2.109], [-0.797, 5.483, -0.477], [-4.813, -0.993, -0.740], [9.868, 7.227, 9.328], [-2.785, 1.873, -0.135]],
  "homo_energy_ev": -4.4,
  "largest_force_ev_per_a": 0.89,
  "total_charge": -1,
  "gap_ev": 5.5869
}

{
  "formula": "C37H54Cl2F5N3O2RbSbSi3",
  "method": "ωB97M-V with the def2-TZVPD basis set",
  "symbols": ["Sb", "Rb", "Cl", "Cl", "Si", "Si", "Si", "F", "F", "F", "F", "F", "O", "O", "N", "N", "N", "C", "C", "C", "C", "C", "C", "C", "C", "C", "C", "C", "C", "C", "C", "C", "C", "C", "C", "C", "C", "C", "C", "C", "C", "C", "C", "C", "C", "C", "C", "C", "C", "C", "C", "C", "C", "C", "H", "H", "H", "H", "H", "H", "H", "H", "H", "H", "H", "H", "H", "H", "H", "H", "H", "H", "H", "H", "H", "H", "H", "H", "H", "H", "H", "H", "H", "H", "H", "H", "H", "H", "H", "H", "H", "H", "H", "H", "H", "H", "H", "H", "H", "H", "H", "H", "H", "H", "H", "H", "H", "H"],
  "coordinates": [[2.819, -3.357, 0.066], [-0.493, 0.537, -0.315], [4.650, 2.674, -2.385], [4.180, 6.795, 1.060], [1.231, -5.355, 0.242], [4.105, -4.002, -2.055], [4.729, -3.918, 1.658], [-2.764, 0.579, 0.859], [-4.546, 3.605, 0.993], [-2.092, 2.617, 0.302], [-4.631, 1.983, -0.441], [-5.202, 1.624, 1.619], [2.250, 1.593, -0.931], [-2.843, 2.713, 3.914], [-0.505, -1.233, 3.528], [0.888, 2.797, 1.077], [0.947, -0.535, -3.288], [-1.260, -1.556, -3.813], [2.058, -7.040, 0.366], [0.219, 3.368, 2.050], [-1.871, -1.769, -5.048], [0.242, -1.731, -3.717], [-1.953, -1.171, -2.646], [4.216, 4.631, -0.564], [-1.683, -1.453, 4.120], [6.173, -2.838, 1.137], [2.920, -4.370, -3.461], [-3.245, -1.602, -5.191], [0.592, 4.601, 2.614], [1.694, 5.243, 2.125], [0.139, -5.309, -1.276], [3.576, 5.250, 0.474], [5.174, -2.520, -2.497], [3.775, 3.406, -1.056], [5.242, -5.496, -1.902], [4.286, -3.465, 3.421], [0.540, -1.971, 3.902], [2.662, 2.704, -0.536], [0.487, -2.938, 4.891], [-1.829, -2.436, 5.105], [2.432, 4.662, 1.069], [-2.873, -0.621, 3.729], [5.309, -5.706, 1.718], [-3.334, -0.995, -2.859], [1.981, 3.416, 0.573], [-0.737, -3.178, 5.500], [-3.222, 0.447, 4.773], [0.778, 0.581, -4.190], [0.129, -5.152, 1.744], [-2.318, 1.681, 4.722], [-2.890, 1.946, 1.273], [-4.308, 2.283, 0.838], [-3.977, -1.202, -4.081], [2.345, -0.803, -3.057], [2.830, 0.080, -2.639], [-3.962, -0.678, -2.025], [-0.763, -5.768, 1.595], [2.012, -3.768, -3.441], [-0.284, 0.795, -4.318], [4.757, -6.352, -1.431], [2.441, -1.618, -2.332], [-2.867, 2.433, 2.941], [0.455, -2.501, -2.964], [5.336, -2.498, -3.579], [-1.272, -2.061, -5.910], [-0.834, -3.938, 6.266], [3.936, -2.438, 3.516], [2.636, -5.426, -3.469], [0.655, -2.093, -4.686], [6.617, -3.177, 0.200], [6.951, -2.856, 1.907], [-2.804, -2.597, 5.549], [-1.308, 1.389, 4.396], [-3.727, -1.769, -6.149], [4.489, -6.385, 1.947], [-3.727, -1.297, 3.620], [0.615, -5.470, 2.667], [2.010, 6.196, 2.529], [2.874, -1.110, -3.986], [5.083, 5.098, -1.015], [-0.002, 5.023, 3.415], [6.150, -2.571, -2.011], [6.060, -5.804, 2.509], [-2.216, 2.097, 5.730], [1.373, -3.490, 5.166], [5.856, -1.803, 0.997], [-4.244, 0.794, 4.607], [1.468, -1.769, 3.380], [-0.666, 2.855, 2.412], [-2.702, -0.159, 2.760], [3.439, -4.153, -4.400], [0.677, -5.516, -2.203], [5.757, -6.031, 0.778], [-0.198, -4.120, 1.877], [5.190, -3.572, 4.030], [1.284, -7.815, 0.385], [1.276, 1.456, -3.771], [-5.051, -1.049, -4.168], [4.708, -1.574, -2.218], [-0.346, -4.335, -1.380], [-0.649, -6.061, -1.163], [3.526, -4.128, 3.831], [2.645, -7.131, 1.280], [5.549, -5.790, -2.911], [-3.197, -0.006, 5.773], [1.212, 0.373, -5.189], [2.717, -7.238, -0.482], [6.145, -5.258, -1.334]],
  "homo_energy_ev": -1.3,
  "largest_force_ev_per_a": 1.38,
  "e_above_lowest_ev": 0.5761,
  "total_charge": -2,
  "gap_ev": 4.9257
}

{
  "formula": "C37H54N3OP2Pd",
  "method": "ωB97M-V with the def2-TZVPD basis set",
  "symbols": ["Pd", "P", "P", "O", "N", "N", "N", "C", "C", "C", "C", "C", "C", "C", "C", "C", "C", "C", "C", "C", "C", "C", "C", "C", "C", "C", "C", "C", "C", "C", "C", "C", "C", "C", "C", "C", "C", "C", "C", "C", "C", "C", "C", "C", "H", "H", "H", "H", "H", "H", "H", "H", "H", "H", "H", "H", "H", "H", "H", "H", "H", "H", "H", "H", "H", "H", "H", "H", "H", "H", "H", "H", "H", "H", "H", "H", "H", "H", "H", "H", "H", "H", "H", "H", "H", "H", "H", "H", "H", "H", "H", "H", "H", "H", "H", "H", "H", "H"],
  "coordinates": [[-0.092, -0.349, 0.397], [-2.549, -0.355, -0.028], [2.223, -1.231, 0.205], [-0.755, -2.141, 2.757], [0.127, 1.141, -1.031], [0.149, 1.084, 2.214], [-0.289, -1.855, -1.285], [2.323, -2.176, 2.878], [1.123, 2.007, 2.186], [4.770, -0.895, -1.100], [-0.667, -3.846, -3.159], [0.758, 4.147, -5.451], [0.808, 1.939, -4.452], [-4.903, 1.221, -0.375], [0.260, 1.692, -2.066], [-4.100, -1.616, 1.923], [2.750, -0.486, -2.477], [-2.877, -3.159, 0.370], [1.251, 3.189, 5.780], [-0.528, -1.493, 1.817], [0.364, 4.706, -4.228], [-2.386, -0.697, -1.835], [0.421, 2.504, -3.215], [0.833, 2.497, 4.525], [3.936, -0.397, 2.285], [0.198, 3.894, -3.108], [3.340, -0.328, -1.069], [1.509, 2.710, 3.321], [-3.477, 1.750, 1.605], [-1.547, -2.761, -3.089], [3.231, -1.658, 1.755], [-4.883, -2.014, -0.434], [1.811, -2.767, -0.573], [-0.257, 1.633, 4.509], [4.237, -2.777, 1.466], [0.405, -3.920, -2.292], [-3.652, -1.831, 0.467], [-0.580, 0.958, 3.332], [-3.458, 1.310, 0.134], [0.647, -2.860, -1.368], [0.983, 2.768, -5.559], [3.408, 1.164, -0.714], [-1.362, -1.811, -2.078], [-2.743, 2.396, -0.677], [1.604, 2.202, 1.227], [-4.016, 1.048, 2.250], [-2.469, 1.885, 2.010], [-0.833, -4.632, -3.894], [-1.461, 0.318, 3.321], [4.750, -0.053, 1.639], [-3.490, -3.939, 0.847], [1.741, -3.051, 2.571], [-2.740, 2.190, -1.753], [0.190, 5.780, -4.140], [-1.712, 2.545, -0.352], [-2.709, -3.458, -0.671], [-4.602, -2.534, 2.268], [1.117, -4.738, -2.311], [2.489, -3.625, -0.575], [2.333, 3.415, 3.230], [4.783, -1.969, -1.325], [-5.456, -2.870, -0.047], [0.587, 2.904, 6.603], [3.228, 0.430, 2.433], [2.975, -2.494, 3.707], [3.260, 0.219, -3.151], [4.987, -2.511, 0.719], [5.327, -0.698, -0.175], [-4.964, 0.852, -1.409], [3.923, 1.348, 0.237], [3.968, 1.683, -1.507], [2.281, 2.921, 6.045], [-3.993, 2.721, 1.661], [4.771, -2.999, 2.401], [0.892, 4.788, -6.324], [2.415, 1.616, -0.670], [-5.544, 0.619, 0.281], [-1.915, -3.141, 0.884], [-0.096, 4.310, -2.141], [-2.400, -2.645, -3.755], [-0.872, 1.467, 5.396], [-3.253, -1.442, 2.600], [3.730, -3.691, 1.141], [-4.819, -0.793, 2.024], [-3.351, -0.969, -2.281], [4.372, -0.637, 3.266], [-2.047, 0.229, -2.325], [-5.556, -1.155, -0.445], [5.319, -0.389, -1.911], [-3.278, 3.345, -0.526], [2.897, -1.496, -2.874], [1.297, 2.335, -6.511], [-4.613, -2.251, -1.469], [1.207, 4.275, 5.645], [1.685, -0.247, -2.510], [-5.322, 2.239, -0.372], [0.962, 0.859, -4.519], [1.657, -1.403, 3.273]],
  "multiplicity": 3,
  "homo_energy_ev": [-8.5, -8.6],
  "largest_force_ev_per_a": 6.50,
  "s2": 2.01,
  "total_charge": 1,
  "gap_ev": [5.8064, 5.6789]
}